[1]
Here is a cluster of 11 separate species, C23H45Cl2F18N4O13S in total from OMol25. Energies are from the ωB97M-V functional and the def2-TZVPD basis.

The multiplicity is 1. Its charge is +3. For the total energy, the calculation gives -5215.6272 Ha. Its LUMO energy is -10.4 eV. The HOMO-LUMO gap is 4.865 eV.

```
106
Properties=species:S:1:pos:R:3:mulliken_charge:R:1
N 5.43390 2.54066 -0.51157 -0.3962
H 5.65775 3.51734 -0.38476 0.3456
H 5.98540 1.94008 0.08446 0.3858
H 5.52775 2.28130 -1.48318 0.3994
H 4.47559 2.38587 -0.23268 0.2683
N 4.38446 -2.32969 1.03022 -0.4358
H 5.13615 -1.69765 0.79445 0.3673
H 4.70731 -3.28454 0.96600 0.4262
H 3.58257 -2.11637 0.45442 0.2882
H 4.22157 -2.17046 2.01420 0.3325
N 1.08714 -3.99267 -1.95678 -0.3641
H 0.42103 -4.27391 -2.66198 0.3605
H 1.19129 -4.54466 -1.11740 0.3744
H 0.86638 -3.07007 -1.61006 0.2401
H 1.99059 -3.69909 -2.29984 0.3932
N 1.13596 -2.78682 3.98192 -0.3844
H 0.54295 -2.98057 4.77621 0.3310
H 2.03794 -2.41745 4.24668 0.3813
H 0.74747 -2.01410 3.46032 0.2842
H 1.31951 -3.50386 3.29470 0.3702
C -0.96397 1.37097 -0.15825 0.4835
F -0.88773 1.52851 -1.50549 -0.1690
F -1.37347 2.53601 0.40359 -0.1824
F -1.96791 0.44486 0.08017 -0.1965
S 0.64276 0.72886 0.63417 0.9161
O 0.31900 0.51187 2.08084 -0.5643
O 0.90967 -0.55522 -0.07388 -0.6787
O 1.63446 1.73759 0.28605 -0.5981
C 0.93910 0.83443 -5.67613 -0.9526
C 1.65590 2.17439 -5.42953 -0.2285
O 0.87176 3.14691 -6.07032 -0.1953
C 1.46817 4.33859 -6.26349 0.4070
O 2.59237 4.59445 -5.81315 -0.5539
C 0.58503 5.37327 -6.93637 0.8436
F 1.27072 6.03174 -7.83013 -0.2459
F -0.46591 4.92189 -7.55126 -0.2315
F 0.22530 6.26686 -6.03765 -0.2417
H -0.11755 0.91046 -5.93268 0.2856
H 0.98874 0.22807 -4.77172 0.1956
H 1.47749 0.36533 -6.49964 0.3557
H 2.58297 2.01261 -5.97949 0.2783
H 1.85227 2.41139 -4.38389 0.2890
C 5.41884 10.49685 -0.30836 -1.1543
C 5.22695 9.16549 0.31989 -0.1663
O 4.03482 8.52804 -0.20120 -0.1961
C 3.72653 7.20378 0.09291 0.3398
O 4.55855 6.41226 0.54697 -0.6065
C 2.29749 6.80249 -0.35378 0.8834
F 1.71725 6.10324 0.64767 -0.2330
F 1.55028 7.86657 -0.64857 -0.2181
F 2.44571 6.00449 -1.39569 -0.2348
H 4.64000 11.11193 0.14239 0.3069
H 5.38604 10.60765 -1.39222 0.3275
H 6.39121 10.86021 0.02419 0.3706
H 5.09686 9.19942 1.40157 0.3067
H 6.06239 8.49913 0.10513 0.2787
C -4.24209 -1.27314 4.45219 -1.0200
C -3.94277 -0.46036 5.70526 -0.1347
O -3.84126 -1.37710 6.81910 -0.2796
C -2.94281 -2.38806 7.02734 0.4218
O -2.22830 -2.78154 6.05601 -0.5982
C -2.95825 -2.98370 8.39948 0.8312
F -1.68672 -3.09689 8.84106 -0.2416
F -3.68263 -2.26272 9.24642 -0.2015
F -3.41789 -4.22999 8.34648 -0.2276
H -4.43248 -0.59738 3.61842 0.4087
H -5.05495 -1.99016 4.56731 0.3271
H -3.39104 -1.83856 4.07256 0.2306
H -4.72943 0.28588 5.81653 0.2783
H -3.05236 0.16727 5.66839 0.2131
C -4.72045 -1.20262 -3.37481 -1.0231
C -5.05485 -2.48102 -4.14761 -0.1906
O -4.47137 -2.59382 -5.47089 -0.2914
C -3.08886 -2.72570 -5.58874 0.3943
O -2.30877 -2.80831 -4.64813 -0.5729
C -2.57404 -2.92159 -7.04124 0.8514
F -3.47970 -3.32444 -7.88116 -0.2057
F -2.14382 -1.70010 -7.46496 -0.2447
F -1.55224 -3.79061 -6.98217 -0.2319
H -5.04590 -1.25288 -2.33575 0.3633
H -5.25037 -0.36322 -3.82500 0.3219
H -3.64519 -1.03516 -3.31248 0.2609
H -6.08923 -2.45490 -4.49035 0.2927
H -4.80803 -3.29301 -3.46359 0.2784
C -2.64823 -9.52859 -0.72730 -1.1293
C -1.87139 -8.46675 0.01646 -0.1348
O -2.69579 -7.39555 0.57720 -0.2766
C -3.11254 -6.35472 -0.23346 0.3781
O -2.74538 -6.24096 -1.43129 -0.5691
C -3.81439 -5.26317 0.52454 0.8629
F -2.94590 -4.24319 0.62637 -0.2492
F -4.94410 -4.85992 -0.06555 -0.2240
F -4.11873 -5.65205 1.76287 -0.2309
H -3.04301 -8.99836 -1.59396 0.2902
H -3.59825 -9.85303 -0.30267 0.3335
H -2.10549 -10.39658 -1.10164 0.3529
H -1.19641 -8.02961 -0.71934 0.2112
H -1.19707 -8.93528 0.73331 0.3840
Cl -0.06164 1.78894 8.06409 -0.1496
C 0.91941 2.19956 6.68781 -0.3367
C 1.72595 3.48324 6.75737 -0.3999
Cl 2.79887 3.36104 8.18704 -0.1768
H 0.17584 2.20336 5.89084 0.2489
H 1.58615 1.36662 6.46470 0.2386
H 1.08720 4.34447 6.95325 0.3051
H 2.39591 3.68565 5.92174 0.2729
```



[2]
Here is the molecule C3H7N2OPS from OMol25. Energies are from the ωB97M-V functional and the def2-TZVPD basis.

The multiplicity is 1. Its charge is 0. For the total energy, the calculation gives -1042.7433 Ha. Its LUMO energy is -0.7 eV. The HOMO-LUMO gap is 8.837 eV.

```
15
Properties=species:S:1:pos:R:3:nbo_charge:R:1
C -0.26421 2.37589 -2.33111 -0.6852
C -0.83514 1.13353 -1.74578 -0.0565
C -0.91950 0.12262 -1.08817 -0.1115
S -1.69986 -1.45020 0.19086 -0.0740
P -0.45592 -0.86716 1.76581 2.0261
N -0.73890 -2.14831 2.82390 -1.2398
N 1.15164 -1.26018 1.55089 -1.1365
O -0.66230 0.49760 2.18798 -1.0678
H 0.78300 2.57300 -2.08711 0.2458
H -1.03035 2.99405 -1.88074 0.2516
H -0.31835 2.36278 -3.47017 0.2358
H -1.72732 -2.47544 2.96946 0.4116
H -0.09351 -2.28559 3.60601 0.4234
H 1.12912 -2.19245 1.38927 0.3812
H 1.44332 -0.70510 0.74223 0.3960
```



[3]
Here is a cluster of 2 separate species, C10H17FN3O5 in total from OMol25. Energies are from the ωB97M-V functional and the def2-TZVPD basis.

The multiplicity is 1. Its charge is -1. For the total energy, the calculation gives -1031.5828 Ha. Its LUMO energy is 2.0 eV. The HOMO-LUMO gap is 3.730 eV.

```
36
Properties=species:S:1:pos:R:3:nbo_charge:R:1
C 3.78955 -0.15705 0.35295 -0.6498
C 3.17105 -1.52386 0.07531 0.1097
O 2.90513 -1.72783 -1.31147 -0.7217
C 1.89765 -1.82301 0.86879 -0.4246
C 0.66944 -1.07271 0.39438 -0.0592
C 0.48667 0.36159 0.90928 -0.4295
C -0.51085 1.02951 -0.03405 -0.0281
C -0.69224 2.52683 0.26133 -0.5385
C 0.28103 3.29558 -0.58631 0.8782
O 0.16439 3.59146 -1.71662 -0.5138
F 1.42852 3.62537 0.08228 -0.3660
N -1.76859 0.27778 0.09736 -0.5774
C -1.62200 -1.07572 0.02483 0.6749
N -2.47212 -1.68246 -0.72498 -0.6841
N -0.60403 -1.78337 0.72459 -0.6450
H 3.28771 0.60201 -0.25588 0.2102
H 4.85200 -0.12287 0.11357 0.2142
H 3.62444 0.12635 1.39230 0.2200
H 3.90050 -2.28520 0.37848 0.1606
H 3.42123 -1.08800 -1.80834 0.4711
H 1.69077 -2.88363 0.69629 0.2308
H 2.08138 -1.71783 1.94147 0.2062
H 0.69694 -1.03008 -0.69747 0.2185
H -0.04456 0.28328 1.86442 0.2061
H 1.39514 0.94564 1.04751 0.2207
H -0.12610 0.91986 -1.05596 0.1887
H -0.45880 2.69985 1.31126 0.2282
H -1.69339 2.87831 0.01425 0.2879
H -2.46233 0.54593 -0.64476 0.4753
H -2.94392 -1.01158 -1.38532 0.4823
H -2.72644 -2.64678 -0.59976 0.4161
H -0.77221 -1.63676 1.71859 0.3722
C -5.24995 0.39629 -0.85605 0.9364
O -6.45975 0.33230 -1.19481 -0.8431
O -4.84734 0.65373 0.35353 -0.9414
O -4.28892 0.17709 -1.75097 -0.9862
```



[4]
Here is a cluster of 2 separate species, C5H9NO in total from OMol25. Energies are from the ωB97M-V functional and the def2-TZVPD basis.

The multiplicity is 1. Its charge is 0. For the total energy, the calculation gives -325.8781 Ha. Its LUMO energy is 0.7 eV. The HOMO-LUMO gap is 8.916 eV.

```
16
Properties=species:S:1:pos:R:3:nbo_charge:R:1
C -0.85644 1.48569 1.81790 -0.6274
C -0.59296 0.41711 0.77763 -0.0774
C -0.79700 0.77136 -0.57788 -0.3115
C -0.91398 -0.41264 -1.28884 -0.0837
N -0.65571 -1.40953 -0.44688 -0.4857
C -0.32486 -0.98274 0.80599 -0.1052
H -0.31568 1.23276 2.74033 0.2121
H -0.49070 2.46846 1.55136 0.2203
H -1.90731 1.47411 2.10910 0.2175
H -1.19284 1.70819 -0.94240 0.2199
H -0.83012 -0.57233 -2.35354 0.2044
H -0.44495 -2.36489 -0.69120 0.4030
H -0.10341 -1.81425 1.45631 0.2139
O 3.37124 -0.50387 -1.33974 -0.9231
H 2.42532 -0.55839 -1.46127 0.4645
H 3.62940 -0.93905 -2.15687 0.4584
```